{
  "formula": "C18H29N3OS",
  "method": "the ωB97M-V functional and the def2-TZVPD basis",
  "species": ["C", "C", "C", "C", "N", "C", "C", "C", "C", "N", "C", "S", "N", "C", "C", "C", "C", "C", "O", "C", "C", "C", "C", "H", "H", "H", "H", "H", "H", "H", "H", "H", "H", "H", "H", "H", "H", "H", "H", "H", "H", "H", "H", "H", "H", "H", "H", "H", "H", "H", "H", "H"],
  "xyz": [[1.23968, -4.27754, 4.54712], [1.54485, -4.56486, 3.08134], [0.66924, -3.76131, 2.12019], [0.93575, -2.25564, 2.19400], [0.42318, -1.56997, 1.01896], [-1.02555, -1.52078, 1.02435], [1.08162, -0.30113, 0.74625], [0.64490, 0.88176, 1.62771], [1.45483, 2.12598, 1.27268], [1.25058, 2.44793, -0.12091], [0.98080, 3.70866, -0.51142], [1.15891, 5.02343, 0.47968], [0.58874, 3.92329, -1.81156], [-0.35235, 3.17341, -2.52418], [-0.42567, 3.31277, -3.91033], [-1.34366, 2.56693, -4.61958], [-2.18958, 1.67005, -3.98516], [-2.13403, 1.54462, -2.60208], [-2.90598, 0.70450, -1.85564], [-3.87219, -0.08127, -2.51086], [-1.22899, 2.31588, -1.87724], [1.66910, 1.38827, -1.01580], [0.92001, 0.08881, -0.72744], [1.82885, -4.92715, 5.19054], [0.18657, -4.45179, 4.75737], [1.47544, -3.24704, 4.79939], [1.38443, -5.62840, 2.88929], [2.59672, -4.34897, 2.88054], [0.86908, -4.08394, 1.09673], [-0.37872, -3.96838, 2.34151], [2.01761, -2.10292, 2.22812], [0.50390, -1.84634, 3.12272], [-1.40945, -2.53095, 0.88960], [-1.38844, -0.91455, 0.19920], [-1.43441, -1.11996, 1.96418], [2.15240, -0.47064, 0.92036], [0.79815, 0.64242, 2.68101], [-0.41493, 1.08786, 1.47172], [1.14114, 2.98071, 1.87441], [2.52156, 1.94567, 1.45908], [0.68912, 4.88688, -2.10311], [0.23530, 4.00024, -4.41539], [-1.40121, 2.67376, -5.69244], [-2.88365, 1.09171, -4.57269], [-4.37127, -0.64818, -1.72654], [-3.41030, -0.77540, -3.22029], [-4.60718, 0.53898, -3.03298], [-1.23564, 2.24523, -0.80198], [1.51933, 1.69176, -2.05111], [2.74525, 1.22377, -0.85787], [-0.13137, 0.21896, -0.97416], [1.31757, -0.70713, -1.35729]],
  "forces_ev_per_a": [[0.16, -0.09, -0.18], [-0.28, 0.04, 0.04], [0.28, 0.07, 0.15], [-0.10, -0.25, -0.15], [0.16, -0.03, -0.01], [0.08, -0.10, -0.02], [-0.21, 0.21, -0.16], [0.39, -0.23, -0.16], [-0.27, -0.01, 0.54], [-0.17, 0.21, -0.21], [0.24, 0.24, 0.26], [0.01, 0.51, 0.21], [0.26, 0.05, -0.28], [-0.41, -0.39, -0.16], [0.05, 0.03, 0.01], [0.06, 0.11, 0.07], [-0.28, -0.27, 0.08], [0.13, 0.11, -0.02], [0.31, 0.29, 0.09], [-0.16, -0.15, -0.13], [-0.09, 0.06, -0.04], [-0.10, -0.36, -0.44], [0.29, 0.04, 0.24], [0.02, -0.01, 0.13], [-0.13, 0.01, 0.07], [-0.01, 0.11, 0.11], [0.09, -0.01, -0.03], [0.05, -0.06, -0.06], [-0.07, 0.03, -0.05], [-0.09, -0.06, -0.04], [0.01, 0.03, 0.04], [0.08, 0.03, 0.02], [-0.13, 0.01, 0.02], [-0.09, 0.04, -0.05], [-0.04, 0.03, 0.02], [-0.04, 0.02, 0.00], [-0.04, 0.01, 0.07], [-0.09, 0.03, 0.04], [0.15, -0.16, -0.11], [-0.01, 0.07, -0.01], [-0.04, -0.15, 0.21], [0.11, 0.05, -0.06], [0.00, 0.01, -0.09], [-0.07, -0.08, -0.03], [0.00, 0.02, -0.09], [-0.03, 0.04, 0.02], [0.04, -0.02, 0.01], [0.01, -0.04, 0.12], [0.10, -0.02, 0.11], [-0.05, 0.05, -0.06], [-0.05, -0.02, -0.03], [0.00, -0.04, -0.02]],
  "mulliken_charge": [-1.135, -0.543, -0.525, -0.715, 0.335, -0.920, -0.477, -0.288, -1.285, 0.213, 0.184, -0.419, -0.116, -0.256, -0.680, -0.672, -0.683, 0.429, -0.351, -1.029, 0.234, -1.068, 0.327, 0.370, 0.296, 0.279, 0.342, 0.321, 0.345, 0.318, 0.398, 0.234, 0.350, 0.198, 0.332, 0.249, 0.415, 0.148, 0.579, 0.267, 0.350, 0.453, 0.371, 0.440, 0.240, 0.390, 0.418, 0.655, 0.430, 0.504, -0.629, 0.377],
  "smiles": "CCCCN(C)C1CCN(C(=S)Nc2cccc(OC)c2)CC1",
  "lumo_energy_ev": 0.71,
  "relative_energy_ev": 0.444,
  "total_charge": 0,
  "homo_energy_ev": -7.9
}